{
  "formula": "C24H83N4O17S",
  "method": "ωB97M-V/def2-TZVPD",
  "symbols": ["C", "C", "C", "C", "C", "C", "N", "C", "N", "S", "N", "N", "H", "H", "H", "H", "H", "H", "H", "H", "H", "H", "H", "H", "H", "H", "H", "C", "O", "H", "H", "H", "H", "C", "O", "H", "H", "H", "H", "C", "O", "H", "H", "H", "H", "C", "O", "H", "H", "H", "H", "C", "O", "H", "H", "H", "H", "C", "O", "H", "H", "H", "H", "C", "O", "H", "H", "H", "H", "C", "O", "H", "H", "H", "H", "C", "O", "H", "H", "H", "H", "C", "O", "H", "H", "H", "H", "C", "O", "H", "H", "H", "H", "C", "O", "H", "H", "H", "H", "C", "O", "H", "H", "H", "H", "C", "O", "H", "H", "H", "H", "C", "O", "H", "H", "H", "H", "C", "O", "H", "H", "H", "H", "C", "O", "H", "H", "H", "H"],
  "positions_angstrom": [[-1.918763, -4.945726, 2.783216], [-1.683598, -4.906049, 1.273469], [-2.937194, -4.462935, 0.493890], [-2.988477, -2.997135, 0.040266], [-3.064617, -2.052451, 1.256523], [-1.843057, -2.605821, -0.824943], [-0.768908, -3.313273, -1.159501], [-0.036399, -2.519500, -1.934176], [1.128643, -2.903177, -2.487585], [2.060803, -1.927436, -3.491632], [-0.618557, -1.331203, -2.109471], [-1.782489, -1.405088, -1.411371], [-2.286878, -3.994065, 3.148709], [-0.946273, -5.091476, 3.258927], [-2.537145, -5.785867, 3.093572], [-0.819138, -4.273036, 1.095488], [-1.397570, -5.901578, 0.937973], [-3.145528, -5.140114, -0.334279], [-3.778556, -4.573766, 1.180779], [-3.884239, -2.866727, -0.575275], [-3.913145, -2.319881, 1.876353], [-2.146233, -2.129954, 1.835792], [-3.147454, -1.009526, 0.946306], [1.436569, -3.832733, -2.241226], [2.764883, -1.072414, -2.710026], [-0.306468, -0.542180, -2.655431], [-2.487045, -0.680058, -1.347112], [-3.767193, -2.012430, 5.675742], [-3.721009, -2.950786, 4.590570], [-3.101223, -1.186672, 5.444495], [-4.780858, -1.629832, 5.805100], [-3.440622, -2.496413, 6.600442], [-4.317545, -3.672488, 4.810708], [-4.186866, -0.561731, -3.508388], [-4.465343, 0.496508, -2.595572], [-4.564582, -1.477681, -3.059217], [-4.666793, -0.418529, -4.476766], [-3.104699, -0.647193, -3.659762], [-4.147970, 1.322010, -2.973850], [-0.284351, -3.777271, 6.646289], [-1.276566, -4.790451, 6.539733], [0.552813, -4.173560, 7.215006], [0.070923, -3.483761, 5.653989], [-0.676565, -2.899476, 7.167330], [-2.002274, -4.416913, 6.028699], [0.807225, -7.850358, 0.813095], [0.898482, -6.989266, 1.942380], [0.696633, -7.218120, -0.065730], [1.707927, -8.457730, 0.697144], [-0.061208, -8.510895, 0.880995], [0.994123, -7.540014, 2.724460], [3.637508, 1.340813, -6.003124], [2.441603, 0.558676, -6.150845], [3.817366, 1.831385, -6.954468], [3.513757, 2.099987, -5.229461], [4.494568, 0.709758, -5.758337], [2.261576, 0.130399, -5.311668], [3.152350, 2.102821, -1.324629], [2.991331, 1.611176, -2.662054], [4.205494, 2.317133, -1.174405], [2.579763, 3.020089, -1.189573], [2.831941, 1.356372, -0.592588], [2.055944, 1.429967, -2.804374], [4.995641, 0.215185, 1.503171], [4.610301, 1.585008, 1.565898], [4.102057, -0.377824, 1.682232], [5.399995, -0.039361, 0.519559], [5.736242, -0.026202, 2.268181], [5.396526, 2.116636, 1.412756], [-0.982247, 2.088642, 0.365474], [-1.186964, 0.780741, 0.911702], [-0.484913, 2.691056, 1.119393], [-0.339605, 2.047842, -0.518828], [-1.934836, 2.557124, 0.105958], [-1.615829, 0.259461, 0.233017], [2.617730, 4.431899, -7.645576], [4.014549, 4.145618, -7.598581], [2.108512, 3.604724, -7.155593], [2.386879, 5.356488, -7.106797], [2.264258, 4.506533, -8.670662], [4.490865, 4.864940, -8.020658], [-2.279847, 2.013967, 4.233337], [-2.709689, 1.250867, 5.351649], [-1.932462, 1.318600, 3.471139], [-3.098308, 2.609583, 3.817719], [-1.454890, 2.683048, 4.499281], [-3.019842, 1.864247, 6.029159], [0.860378, 1.596458, -10.509112], [1.150676, 2.480802, -9.429691], [0.514831, 2.205550, -11.340146], [1.750549, 1.045758, -10.821742], [0.074436, 0.884873, -10.243700], [1.458157, 1.943678, -8.692394], [4.012345, 5.744118, -2.954458], [3.358617, 5.338337, -1.753879], [3.640677, 5.107896, -3.754479], [3.789465, 6.785817, -3.197682], [5.095194, 5.617471, -2.883007], [3.680482, 5.892927, -1.038179], [1.685994, 4.232108, 2.947746], [1.915917, 3.955222, 1.569456], [0.689604, 4.660313, 3.030988], [1.731608, 3.320687, 3.549908], [2.409984, 4.951676, 3.337796], [2.797132, 3.573503, 1.497106], [-2.496502, 3.847858, 8.059819], [-3.600559, 3.000718, 7.723697], [-2.135528, 4.296265, 7.137543], [-2.812108, 4.641803, 8.738840], [-1.686966, 3.282134, 8.523713], [-3.924461, 2.603058, 8.535936], [0.452969, 3.782383, -4.097212], [0.194433, 2.469034, -3.580122], [0.932204, 4.347631, -3.302144], [1.121352, 3.735248, -4.958522], [-0.476303, 4.277080, -4.383248], [-0.225194, 1.958729, -4.279021], [1.271233, 2.143182, 9.876124], [0.724677, 3.456722, 9.935978], [0.437803, 1.445800, 9.905513], [1.830298, 1.983785, 8.950226], [1.925612, 1.943436, 10.727931], [1.454364, 4.081087, 9.911699], [-2.054737, -4.887041, -4.833285], [-1.138196, -3.881208, -5.262096], [-2.551797, -5.265473, -5.721355], [-1.538873, -5.713550, -4.338730], [-2.810120, -4.478832, -4.154585], [-0.692598, -3.538216, -4.484757]],
  "forces_ev_per_angstrom": [[0.9861, -0.0341, -0.1350], [-0.3341, -0.1626, 0.2801], [0.0677, -0.0766, 0.1804], [-0.0571, -0.2893, 0.3226], [0.3541, 0.1280, -0.4954], [0.2304, -0.0535, -0.3776], [-0.0685, -0.2825, 0.1261], [0.1721, -0.2873, -0.0341], [0.0996, 0.3287, 0.4260], [0.1373, 0.2470, -1.1229], [0.1313, 0.0153, -0.1461], [-0.6603, 0.2059, 0.5407], [-0.3583, -0.0685, 0.1276], [-0.0416, -0.1221, 0.1169], [-0.3087, 0.1414, -0.0188], [-0.0043, 0.1208, -0.2077], [0.0934, 0.0131, -0.0473], [0.1283, 0.1218, -0.1954], [-0.1620, -0.0332, -0.1225], [-0.0696, 0.0827, 0.0233], [-0.0143, 0.0459, 0.1149], [-0.0516, -0.0425, 0.1766], [-0.2288, 0.0262, 0.1126], [0.1152, 0.0246, 0.0819], [-0.2351, -0.3348, 0.6200], [-0.1037, 0.1473, 0.0498], [0.0891, 0.2406, -0.4579], [-0.0728, -0.2301, -0.0118], [0.0494, 0.0684, 0.1446], [-0.0176, 0.0121, -0.0631], [0.0351, 0.0911, 0.0601], [-0.0182, 0.1217, 0.0701], [-0.0270, -0.0164, -0.0700], [0.1148, 0.2449, 0.0295], [0.2666, -0.2069, 0.1843], [-0.0028, -0.0288, -0.0258], [-0.0325, 0.0067, 0.0146], [-0.0509, -0.1939, -0.2043], [-0.1256, 0.0575, -0.0298], [-0.2024, 0.0138, -0.1423], [0.0237, 0.0583, 0.0310], [-0.0365, -0.0976, 0.0167], [0.0803, 0.0936, 0.0561], [0.0923, 0.0540, -0.0179], [-0.0035, -0.0620, -0.0698], [0.0185, 0.0167, 0.1641], [-0.0126, -0.0608, -0.1204], [-0.0039, 0.0147, -0.0077], [-0.0050, -0.0068, -0.0470], [-0.0039, -0.0078, -0.0467], [0.0042, 0.0591, 0.0552], [-0.1548, -0.0340, -0.0046], [0.0155, 0.1228, -0.0724], [0.0402, -0.0052, -0.0079], [0.0646, -0.0022, 0.0088], [0.0051, 0.0105, 0.0006], [-0.0194, 0.0081, 0.0384], [-0.3878, -0.1256, -0.1761], [0.1715, -0.4616, 0.0267], [0.0324, -0.0167, -0.0552], [0.0705, 0.0389, 0.1047], [0.0790, 0.0355, 0.0690], [-0.1106, 0.4842, -0.0648], [-0.0074, 0.1052, -0.0253], [0.0209, 0.0651, 0.0097], [-0.0174, 0.0022, 0.0146], [-0.0100, -0.0336, 0.0038], [-0.0103, -0.0371, 0.0014], [0.0102, 0.0216, 0.0356], [-0.0101, -0.0562, -0.0232], [0.1136, 0.1382, -0.0401], [0.0565, -0.0392, 0.0179], [0.0119, 0.1026, -0.0008], [0.0169, 0.0404, -0.0058], [-0.0124, -0.0443, 0.1676], [0.3262, 0.2674, 0.0138], [-0.0740, -0.0349, 0.1262], [-0.0206, -0.0207, -0.0099], [-0.0410, -0.0287, 0.0288], [-0.1162, -0.0391, -0.0074], [-0.0157, 0.0017, -0.0482], [-0.0617, -0.0762, 0.1506], [0.0885, 0.0734, -0.1624], [0.0093, 0.0075, -0.0141], [0.0208, 0.0185, -0.0364], [0.0135, 0.0101, -0.0478], [-0.1226, -0.0133, 0.2422], [0.0414, 0.0453, 0.1265], [-0.1004, -0.2306, -0.1022], [-0.0043, 0.0152, -0.0103], [-0.0142, -0.0077, -0.0397], [-0.0121, -0.0071, -0.0379], [0.0386, 0.0217, 0.0267], [-0.0267, 0.0044, 0.1428], [0.0601, 0.0310, -0.1436], [0.0036, -0.0249, -0.0079], [0.0050, -0.0057, -0.0405], [0.0059, -0.0059, -0.0460], [-0.0848, 0.0095, 0.0479], [0.0758, -0.0803, -0.1047], [0.0418, 0.0393, 0.1057], [-0.0124, 0.0146, -0.0059], [-0.0258, 0.0164, 0.0264], [-0.0334, 0.0235, 0.0309], [-0.0464, -0.1448, -0.0645], [-0.1050, -0.1193, 0.1557], [0.1792, 0.0402, -0.1931], [-0.0266, -0.0104, -0.0322], [0.0475, 0.0449, -0.0245], [0.0522, 0.0582, -0.0170], [-0.0456, -0.0518, -0.0258], [0.0961, -0.0356, 0.0222], [-0.1313, -0.3534, 0.0958], [0.0167, -0.0125, 0.0255], [0.0096, 0.0098, 0.0268], [0.0028, 0.0152, 0.0166], [0.0647, 0.1143, -0.1513], [0.0256, 0.1486, 0.0087], [0.0094, -0.1157, -0.0593], [-0.0177, -0.0058, 0.0028], [-0.0080, -0.0437, 0.0011], [-0.0091, -0.0447, 0.0002], [-0.0291, 0.0546, 0.0272], [0.1120, 0.0830, 0.0419], [-0.1413, 0.0143, 0.0591], [-0.0038, 0.0022, -0.0214], [-0.0302, -0.0255, -0.0110], [-0.0307, -0.0302, -0.0175], [0.1000, -0.0396, -0.0005]],
  "lowdin_charge": [-0.10, -0.25, -0.15, -0.27, -0.02, -0.22, 0.24, -0.42, -0.32, 0.87, 0.17, 0.14, 0.03, 0.07, 0.09, 0.09, 0.09, 0.11, 0.12, 0.15, 0.09, 0.10, 0.07, 0.12, -0.11, 0.16, 0.16, -0.12, -0.15, 0.06, 0.08, 0.07, 0.08, -0.16, -0.12, 0.08, 0.09, 0.06, 0.08, -0.16, -0.13, 0.08, 0.07, 0.07, 0.04, -0.16, -0.13, 0.07, 0.08, 0.08, 0.08, -0.13, -0.14, 0.06, 0.07, 0.08, -0.01, -0.14, -0.16, 0.08, 0.06, 0.07, 0.02, -0.15, -0.14, 0.08, 0.08, 0.08, 0.08, -0.12, -0.14, 0.07, 0.07, 0.08, 0.00, -0.16, -0.13, 0.05, 0.08, 0.07, 0.08, -0.15, -0.13, 0.06, 0.08, 0.07, 0.04, -0.14, -0.14, 0.08, 0.08, 0.08, 0.06, -0.14, -0.14, 0.07, 0.08, 0.08, 0.08, -0.15, -0.14, 0.07, 0.08, 0.08, 0.05, -0.13, -0.13, 0.08, 0.08, 0.07, 0.08, -0.10, -0.15, 0.08, 0.07, 0.08, 0.07, -0.16, -0.13, 0.07, 0.07, 0.08, 0.07, -0.15, -0.12, 0.08, 0.08, 0.07, 0.03],
  "orbital_gap_ev": 9.01,
  "lumo_energy_ev": -2.564,
  "charge": 1,
  "e_homo_ev": -11.6
}